C37H38BIrN4O6P2S | wB97M-V/def2-TZVPD

Structure (XYZ):
```
90
Properties=species:S:1:pos:R:3:forces:R:3:lowdin_spin:R:1
Ir 0.090961 0.425563 -1.098662 -2.260 -1.606 -0.628 0.00
C 0.262361 3.295463 0.929038 -0.074 -0.165 -0.379 0.00
C 1.162461 2.321163 1.691138 0.343 0.192 -0.221 0.03
P 2.726561 1.803463 0.834338 -0.112 -0.850 1.586 0.48
C 2.672361 0.037363 0.359438 -0.063 0.460 -0.325 0.03
C 2.434661 -0.954137 1.310638 -0.111 -0.154 0.053 0.01
C 2.503261 -2.287937 0.950638 -0.055 0.054 0.171 0.00
C 2.844761 -2.650237 -0.343862 0.026 0.097 -0.004 0.00
C 3.147161 -1.672837 -1.275762 0.014 -0.039 -0.073 0.00
C 3.078061 -0.334437 -0.926062 -0.092 0.112 0.006 0.01
C 3.807561 1.523463 2.369038 -0.269 0.544 -0.697 0.14
C 5.176661 1.463463 2.162338 0.061 -0.031 -0.143 0.02
C 6.034361 1.200563 3.215438 0.070 -0.030 0.076 0.00
C 5.522061 1.016463 4.490538 0.011 0.014 -0.016 0.01
C 4.154161 1.076463 4.698638 -0.048 -0.056 0.154 0.01
C 3.293861 1.336863 3.646238 -0.058 -0.009 0.093 0.03
P -1.073139 2.429263 0.016138 -0.028 -1.851 1.498 0.00
C -2.227939 3.700763 -0.573862 0.058 -0.374 -0.718 0.00
C -3.083139 3.374663 -1.621362 0.156 -0.009 0.046 0.00
C -4.039039 4.279963 -2.045462 -0.079 -0.017 -0.021 0.00
C -4.150439 5.514963 -1.425962 -0.025 -0.045 -0.009 0.00
C -3.302039 5.840863 -0.382262 -0.070 0.026 -0.013 0.00
C -2.339039 4.943063 0.042038 0.244 -0.183 0.148 0.00
C -2.118839 1.724563 1.392538 0.417 0.081 -0.626 0.00
C -2.989339 0.699863 1.031938 0.037 0.156 0.033 0.00
C -3.825139 0.125663 1.970738 -0.026 -0.049 -0.140 0.00
C -3.796239 0.565963 3.283338 0.061 0.080 0.060 0.00
C -2.938639 1.590663 3.643138 -0.037 -0.026 0.138 0.00
C -2.094939 2.166863 2.707838 -0.057 0.068 -0.184 0.00
H 0.831761 3.890163 0.213538 -0.192 0.070 0.165 0.00
H -0.223239 3.973563 1.635738 0.045 -0.111 -0.104 0.00
H 0.611861 1.413863 1.965238 0.092 0.003 0.159 0.01
H 1.511661 2.822263 2.598438 -0.101 -0.181 -0.088 0.00
H 2.185361 -0.679637 2.325038 -0.044 -0.066 0.038 0.00
H 2.289461 -3.050437 1.682438 -0.032 -0.089 0.127 0.00
H 2.901061 -3.693337 -0.610462 0.000 -0.138 -0.053 0.00
H 3.460161 -1.944137 -2.269962 0.071 -0.061 -0.177 0.00
H 3.357261 0.434563 -1.629562 -0.017 -0.110 -0.096 0.00
H 5.562961 1.619863 1.164038 0.140 0.004 -0.051 0.00
H 7.098761 1.139263 3.046438 0.083 0.044 -0.026 0.00
H 6.182661 0.834463 5.324438 0.078 -0.055 0.036 0.00
H 3.743461 0.914463 5.686138 0.030 0.012 0.042 0.00
H 2.232261 1.353663 3.841538 -0.079 0.036 0.016 0.00
H -2.972839 2.415463 -2.107262 -0.091 -0.079 -0.118 0.00
H -4.703639 4.023663 -2.855662 -0.036 -0.045 -0.098 0.00
H -4.898539 6.222263 -1.753562 -0.034 0.018 -0.026 0.00
H -3.394639 6.797163 0.109538 0.046 0.084 0.031 0.00
H -1.685539 5.226463 0.851838 0.052 0.030 0.089 0.00
H -2.995739 0.344363 0.008438 -0.046 -0.091 -0.057 0.00
H -4.490439 -0.669037 1.673438 -0.095 -0.125 -0.003 0.00
H -4.429439 0.109263 4.026438 -0.124 -0.051 0.075 0.00
H -2.922839 1.956663 4.657938 -0.002 -0.012 0.149 0.00
H -1.447439 2.969063 3.026338 0.113 0.097 0.006 0.00
O 1.361761 1.094863 -2.798162 0.125 -0.798 -0.445 0.01
S 1.410661 2.467463 -2.246662 1.055 1.659 -0.387 0.02
O 2.108661 3.387363 -3.071962 0.016 -0.088 0.097 0.00
O 2.128761 2.338963 -0.869262 -0.250 0.142 -0.575 0.16
O 0.024261 2.879663 -1.916762 0.001 0.008 -0.247 0.01
O -0.990039 -2.504237 0.148638 0.337 0.221 -1.746 0.00
B -0.435439 -1.232237 0.209238 -0.544 2.246 0.553 0.00
O -0.443639 -0.827637 1.565038 0.395 0.449 -0.254 0.00
C -1.013839 -1.821037 2.281438 -0.405 -1.326 -0.042 0.00
C -1.247939 -1.904237 3.641238 0.246 0.220 -0.499 0.00
C -1.836239 -3.071437 4.099038 -0.120 -0.258 0.003 0.00
C -2.193539 -4.100137 3.230338 -0.009 0.073 0.279 0.00
C -1.969939 -4.016837 1.864138 0.211 0.281 -0.488 0.00
C -1.359839 -2.863837 1.402738 0.046 0.457 1.638 0.00
H -0.979939 -1.090537 4.295538 0.017 0.078 0.137 0.00
H -2.019139 -3.193637 5.154938 -0.053 0.015 0.111 0.00
H -2.652939 -4.988437 3.637538 -0.046 -0.055 -0.012 0.00
H -2.260139 -4.809237 1.192438 0.012 -0.088 -0.070 0.00
C -0.696739 -4.892137 -4.151562 0.078 0.017 -0.237 0.00
C 0.004061 -4.023237 -5.193962 -0.104 0.128 0.169 0.00
C 1.387761 -3.598137 -4.710662 -0.189 -0.139 -0.274 0.00
C -0.862539 -2.809937 -5.587062 0.290 -0.918 -0.729 0.00
N -1.168739 -1.973637 -4.464762 0.711 1.468 0.854 0.00
C -0.448339 -0.996837 -3.900862 -0.269 -0.040 0.083 0.00
N -1.121039 -0.573737 -2.839362 1.671 0.759 1.080 0.00
N -2.235639 -1.299737 -2.782962 -0.708 0.222 1.184 0.00
N -2.271239 -2.124637 -3.734862 -0.754 -0.670 -0.403 0.00
H -0.177439 -5.842437 -4.057062 0.046 -0.072 0.061 0.00
H -1.723339 -5.096937 -4.443062 -0.141 -0.061 0.035 0.00
H -0.703939 -4.415937 -3.173062 -0.038 0.072 0.120 0.00
H 0.120661 -4.611837 -6.110162 -0.037 0.121 0.011 0.00
H 1.324461 -2.993537 -3.807462 0.025 0.031 0.160 0.00
H 1.915761 -3.034937 -5.477062 0.117 0.100 -0.051 0.00
H 1.971361 -4.485437 -4.482762 0.139 -0.036 0.088 0.00
H -1.817839 -3.155637 -5.985662 0.080 0.141 -0.030 0.00
H -0.345239 -2.208437 -6.337762 -0.148 0.031 0.065 0.00
H 0.478761 -0.589437 -4.241762 0.301 0.034 -0.141 0.00
```
Positions in Å, forces in eV/Å.

LUMO (alpha / beta) = -4.77 / -4.76 eV
orbital gap (alpha / beta) = 5.92 / 5.92 eV
net charge = +1
strongest force on any atom = 0.055 Eh/bohr
2S+1 = 2
highest occupied orbital energy (alpha / beta) = -10.69 / -10.69 eV